No. 1
Density functional theory data (ωB97M-V with the def2-TZVPD basis set) for one molecule with the formula CH3NO3S in a non-equilibrium geometry.

total energy: -19550.363 eV
LUMO level: -0.055 Ha
relative energy (zero: lowest compared OMol25 entry of this formula, charge and spin): 68.07 kcal per mole
highest occupied orbital energy: -0.3716 Ha
gap between HOMO and LUMO: 8.6 eV
net charge: 0
molar mass: 109.1 g mol⁻¹

Geometry as XYZ:
```
9
Properties=species:S:1:pos:R:3:forces:R:3
C 0.719 -0.003 0.357 3.04 -4.68 0.25
N 0.793 -0.585 -0.808 -0.42 1.20 -0.30
O -1.676 -1.225 0.468 -0.79 -1.50 -0.08
O -1.871 0.992 -0.705 1.26 -1.90 1.80
O 1.053 1.219 0.508 1.53 3.26 -2.29
S -1.260 0.120 0.329 -5.03 3.30 -1.61
H 0.769 -0.523 1.325 -0.33 -0.20 -0.21
H 0.350 -1.485 -1.004 0.57 0.10 0.89
H 1.123 1.489 -0.468 0.17 0.43 1.55
```
Forces are in eV/Å.

No. 2
Density functional theory data (ωB97M-V with the def2-TZVPD basis set) for C13H14HgIN3S as an isolated structure in a non-equilibrium geometry.

total energy: -41287.226 eV
LUMO level: -0.024 Ha
relative energy (zero: lowest compared OMol25 entry of this formula, charge and spin): 0.00 kcal per mole
highest occupied orbital energy: -0.2723 Ha
gap between HOMO and LUMO: 6.8 eV
net charge: 0
molar mass: 571.8 g mol⁻¹

Geometry as XYZ:
```
33
Properties=species:S:1:pos:R:3:forces:R:3
C 2.259 2.820 1.330 3.03 0.12 0.99
C 2.982 1.458 0.447 1.98 1.97 0.63
H 2.172 3.742 0.752 -0.14 -0.43 -0.07
H 3.153 2.915 1.962 -0.25 0.21 -0.05
H 1.515 2.676 2.133 -0.06 -0.03 -0.48
H 2.721 1.169 -0.585 -0.17 -0.17 0.28
H 3.915 1.997 0.248 -0.05 -0.34 0.07
H 3.191 0.638 1.138 -0.24 0.18 -0.20
C -2.558 1.353 0.244 0.13 -0.10 -0.24
C -3.769 1.168 -0.421 0.31 -0.30 -0.03
C -3.880 0.113 -1.331 0.33 0.19 0.36
C -2.789 -0.733 -1.499 0.53 0.06 0.35
H -2.399 2.216 0.894 -0.13 -0.34 -0.12
H -4.579 1.861 -0.232 0.00 -0.10 -0.09
H -4.792 -0.046 -1.899 0.13 0.04 0.10
H -2.808 -1.570 -2.190 -0.21 0.24 0.05
N -1.499 0.554 0.071 -0.72 -0.58 -0.39
C -1.613 -0.501 -0.765 -0.67 0.92 0.18
C -0.429 -1.384 -0.866 0.87 -0.45 0.09
N 0.725 -0.917 -0.353 -0.01 -0.16 0.02
C 1.800 -1.709 -0.280 -0.57 -0.16 -0.33
C 0.616 -3.498 -1.358 0.02 0.32 0.05
C 1.787 -3.014 -0.772 -0.13 0.27 0.08
H 2.689 -1.280 0.190 -0.28 -0.22 -0.22
H 2.685 -3.613 -0.688 -0.14 -0.06 -0.04
C -0.505 -2.673 -1.412 0.22 0.37 0.31
H -1.445 -2.999 -1.841 0.22 -0.21 0.09
H 0.566 -4.508 -1.758 0.06 0.19 0.08
Hg 0.778 1.506 0.397 -4.46 -1.58 -0.76
I -0.310 3.323 -1.463 0.38 -0.10 0.16
S -0.957 -1.407 3.816 -0.19 -0.22 -0.09
C 0.015 -0.262 3.231 1.65 1.92 -0.64
N 0.762 0.606 2.861 -1.43 -1.46 -0.13
```
Forces are in eV/Å.

No. 3
Density functional theory data (ωB97M-V with the def2-TZVPD basis set) for one molecule with the formula C3H5N5 in a non-equilibrium geometry.

total energy: -10638.016 eV
LUMO level: -0.013 Ha
relative energy (zero: lowest compared OMol25 entry of this formula, charge and spin): 112.04 kcal per mole
highest occupied orbital energy: -0.3072 Ha
gap between HOMO and LUMO: 8.0 eV
net charge: 0
molar mass: 111.1 g mol⁻¹

Geometry as XYZ:
```
13
Properties=species:S:1:pos:R:3:forces:R:3
H 3.192 -0.038 -0.161 1.60 1.11 -0.28
N 2.587 -0.803 -0.126 1.48 -4.52 0.41
C 1.466 -0.336 0.108 2.26 4.74 -1.42
C 0.238 -0.866 0.212 -2.82 -5.18 -2.33
C -0.824 -0.064 -0.139 0.29 -4.11 3.09
N -2.185 -0.503 -0.166 0.57 0.91 0.40
N -0.586 1.198 0.044 -4.90 5.41 -1.50
N 0.545 1.932 0.049 4.07 -5.28 -1.36
N 1.597 1.079 -0.055 -3.73 5.75 1.83
H 0.403 -1.990 -0.099 -1.45 1.85 1.16
H -2.875 0.101 0.369 1.48 -0.85 -0.93
H -2.110 -1.397 0.303 -0.67 -0.19 -0.22
H -1.449 1.688 -0.340 1.82 0.38 1.16
```
Forces are in eV/Å.

No. 4
Density functional theory data (ωB97M-V with the def2-TZVPD basis set) for a 3-piece molecular cluster, C19H47N6O6P3S overall in a non-equilibrium geometry.

total energy: -80389.268 eV
LUMO level: 0.092 Ha
relative energy (zero: lowest compared OMol25 entry of this formula, charge and spin): 0.00 kcal per mole
highest occupied orbital energy: 0.0248 Ha
gap between HOMO and LUMO: 1.8 eV
net charge: -2
molar mass: 580.6 g mol⁻¹

Geometry as XYZ:
```
82
Properties=species:S:1:pos:R:3:forces:R:3
C 6.153 -1.274 -7.497 0.40 0.04 -0.65
C 6.269 -2.465 -8.486 0.18 0.36 0.33
C 5.016 -3.315 -8.586 -0.36 -1.18 0.45
O 4.981 -4.371 -7.985 0.22 0.47 -0.48
O 3.978 -2.932 -9.354 0.50 0.23 0.30
C 3.149 -1.882 -8.755 -0.31 0.77 0.01
C 2.440 -2.247 -7.452 -0.42 -0.18 -0.57
C 0.973 -2.641 -7.665 -0.52 -0.68 1.62
P 0.529 -3.590 -6.195 0.03 1.69 -0.39
S 1.168 -2.899 -4.416 0.37 -0.65 0.51
C 0.054 -1.430 -7.622 -0.69 0.76 -0.47
O -0.661 -1.211 -6.591 0.01 -0.55 0.06
O 0.013 -0.660 -8.628 0.72 -0.15 -0.18
H 6.096 -0.345 -8.063 -0.31 0.09 0.13
H 5.301 -1.348 -6.828 0.02 -0.05 0.09
H 7.084 -1.212 -6.932 -0.11 -0.01 0.25
H 7.044 -3.126 -8.105 -0.10 -0.22 -0.01
H 6.631 -2.108 -9.452 -0.34 0.01 -0.14
H 3.745 -0.971 -8.604 0.31 -0.22 -0.14
H 2.406 -1.628 -9.505 -0.07 -0.20 -0.05
H 2.927 -3.061 -6.908 0.46 0.06 -0.21
H 2.530 -1.370 -6.790 0.01 -0.01 0.03
H 0.956 -4.935 -6.336 -0.11 0.05 -0.06
H -0.873 -3.654 -6.094 0.17 -0.44 -0.37
O -1.223 -1.320 -0.443 -3.09 -1.75 -0.54
P -2.122 -0.188 -0.854 4.89 4.93 0.22
N -1.269 0.398 -2.218 -0.32 -0.44 -0.20
C -1.307 1.750 -2.735 -0.38 0.35 0.06
C -1.140 -0.570 -3.337 -0.03 -0.50 0.26
N -1.833 0.808 0.548 0.00 0.01 0.32
C -1.467 2.207 0.481 -0.49 0.29 -0.06
C -1.118 0.189 1.654 0.05 -0.26 0.04
N -3.591 0.726 -1.183 -1.40 -2.71 0.75
C -4.551 0.754 -0.051 -0.03 0.32 0.21
C -4.357 0.160 -2.323 0.30 0.26 -0.58
H -2.258 2.019 -3.220 0.01 0.01 -0.01
H -0.523 1.868 -3.485 -0.02 -0.26 -0.05
H -1.090 2.498 -1.975 -0.16 -0.07 0.10
H -2.099 -0.743 -3.841 0.11 0.11 -0.17
H -0.776 -1.533 -2.988 0.03 0.06 0.08
H -0.431 -0.230 -4.088 -0.01 0.05 0.03
H -0.436 2.349 0.132 -0.01 0.07 -0.04
H -1.546 2.667 1.474 0.07 -0.16 0.06
H -2.152 2.774 -0.150 0.08 -0.12 -0.20
H -0.041 0.122 1.456 0.03 -0.11 0.09
H -1.499 -0.808 1.859 0.13 -0.07 -0.16
H -1.262 0.767 2.575 -0.03 0.24 -0.16
H -4.846 -0.254 0.262 -0.13 0.02 0.00
H -5.450 1.301 -0.345 0.02 -0.11 -0.23
H -4.149 1.274 0.812 0.26 -0.10 -0.06
H -4.547 -0.910 -2.202 -0.12 0.00 -0.04
H -3.836 0.312 -3.266 0.20 -0.09 0.10
H -5.316 0.670 -2.425 0.01 0.05 0.17
O -0.301 2.314 5.293 -3.55 -0.25 -0.28
P -0.624 1.556 6.548 6.44 -0.39 2.32
N -0.099 2.742 7.705 -0.48 0.30 0.05
C 0.349 2.479 9.058 -0.19 -0.33 0.30
C -0.822 4.011 7.642 -0.05 0.13 -0.54
N 0.554 0.310 6.368 0.13 -0.01 -0.20
C 1.498 -0.061 7.403 -0.32 -0.36 0.41
C 1.212 0.209 5.066 -0.08 0.20 -0.30
N -1.483 0.582 7.727 -2.21 0.20 -2.17
C -1.867 -0.764 7.222 0.18 -0.39 0.06
C -2.760 1.205 8.158 0.17 0.44 0.45
H -0.454 2.170 9.745 0.01 -0.02 0.01
H 0.796 3.385 9.476 -0.10 0.11 -0.15
H 1.135 1.732 9.098 -0.13 -0.13 -0.10
H -1.858 3.931 8.001 0.04 0.12 0.11
H -0.858 4.378 6.616 0.00 -0.13 -0.03
H -0.321 4.776 8.237 0.10 -0.11 0.06
H 2.281 0.697 7.539 0.01 -0.02 0.05
H 1.992 -1.001 7.143 -0.01 0.06 -0.17
H 1.002 -0.256 8.355 -0.05 0.21 0.01
H 1.981 0.979 4.937 -0.02 0.01 -0.08
H 0.495 0.293 4.256 0.02 0.16 0.00
H 1.688 -0.768 4.951 -0.03 -0.04 0.28
H -2.484 -0.703 6.322 -0.08 -0.07 0.04
H -2.430 -1.296 7.993 -0.10 0.24 0.07
H -1.003 -1.379 7.000 0.14 0.22 -0.09
H -3.391 1.484 7.310 -0.12 -0.07 0.05
H -2.585 2.093 8.765 0.16 0.06 -0.12
H -3.321 0.519 8.791 0.09 -0.13 -0.07
```
Forces are in eV/Å.